Arrangement one

Formula: C5H7NO2
Source: the Open Molecules 2025 dataset
Level of theory: ωB97M-V/def2-TZVPD

Last column: Löwdin charge in e.
CARTESIAN COORDINATES (ANGSTROEM)
O (-1.739, 1.298, -0.067)  -0.06
O (1.136, -0.943, -0.078)  -0.03
N (-0.282, 1.022, -0.115)  0.15
C (2.307, -0.262, -0.166)  -0.23
C (2.461, 1.076, 0.188)  0.00
C (-1.243, -1.002, 0.277)  -0.06
C (-2.223, 0.004, -0.140)  -0.26
C (-0.025, -0.155, 0.136)  -0.33
H (1.567, 1.756, 0.789)  0.14
H (-2.804, 0.066, -1.148)  0.15
H (-3.177, -0.190, 0.411)  0.12
H (3.086, -1.068, -0.914)  0.20
H (-1.340, -1.443, 1.195)  0.11
H (3.385, 1.562, 0.032)  0.01
H (-1.110, -1.722, -0.400)  0.09

As for the total charge: 0. The gap between HOMO and LUMO comes out at 10.001 eV.

Arrangement two

Formula: C5H7NO2
Source: the Open Molecules 2025 dataset
Level of theory: ωB97M-V/def2-TZVPD

Last column: Löwdin charge in e.
CARTESIAN COORDINATES (ANGSTROEM)
O (-1.237, 1.155, 1.126)  0.10
O (-2.171, 0.741, -0.946)  0.12
N (0.430, -2.338, -0.973)  0.00
C (1.333, 0.977, 0.119)  -0.16
C (-1.042, 0.857, -0.197)  -0.45
C (0.300, -1.793, 0.145)  -0.20
C (2.173, 1.463, 0.835)  0.10
C (0.160, 0.732, -0.691)  -0.11
H (1.326, -1.446, 0.587)  0.10
H (0.147, 0.299, -1.605)  0.09
H (-0.369, 1.037, 1.488)  0.07
H (-0.447, -2.461, -1.538)  0.06
H (3.089, 1.495, 1.499)  0.07
H (-0.731, -1.672, 0.636)  0.10
H (-2.963, 0.953, -0.484)  0.10

As for the total charge: 0. As for the SMILES: C#CC=C(O)O.C=N. The gap between HOMO and LUMO comes out at 9.174 eV.

Arrangement three

Formula: C5H7NO2
Source: the Open Molecules 2025 dataset
Level of theory: ωB97M-V/def2-TZVPD

Last column: Löwdin charge in e.
CARTESIAN COORDINATES (ANGSTROEM)
O (-0.066, 0.779, 1.240)  -0.06
O (2.441, -0.620, -0.126)  0.15
N (-0.809, -0.472, -0.988)  0.00
C (0.267, -0.530, 1.049)  -0.26
C (0.326, 0.389, -0.986)  -0.24
C (-0.887, -1.199, 0.275)  -0.12
C (1.269, -0.410, -0.108)  -0.30
C (0.177, 1.498, 0.031)  -0.12
H (-0.731, 2.094, -0.223)  0.14
H (-1.684, -0.110, -1.304)  0.11
H (0.606, 0.710, -1.979)  0.16
H (1.038, 2.130, 0.133)  0.12
H (0.664, -0.985, 1.948)  0.16
H (-0.765, -2.289, 0.248)  0.12
H (-1.846, -0.984, 0.790)  0.13

As for the total charge: 0. As for the SMILES: O=C1[C@@H]2CO[C@H]1CN2. The gap between HOMO and LUMO comes out at 9.754 eV.

Stability ranking, top and bottom: arrangement three is the most stable and arrangement one is the least stable.